1.
This record from the OMol25 dataset describes a single CHIN2O2S molecule in a non-equilibrium geometry. The level of theory is ωB97M-V with the def2-TZVPD basis set.

Geometry (Å):
1 C -0.680 -1.738 0.444
2 N 0.330 -2.349 0.280
3 N -0.028 0.149 -0.525
4 O 0.612 -1.162 -2.484
5 O 1.424 -2.045 -0.204
6 S 1.184 -0.420 -1.391
7 I -2.630 -2.125 0.936
8 H 0.292 0.870 0.111

Properties
F_max   0.0485 Eh/bohr
HOMO-LUMO gap   8.95 eV
Highest occupied orbital energy   -10.03 eV
ΔE to the lowest compared entry with this formula, charge and spin   48.9 kcal per mole
LUMO   -1.08 eV



2.
This record from the OMol25 dataset describes a single CHIO2S molecule in a non-equilibrium geometry. The level of theory is ωB97M-V with the def2-TZVPD basis set.

Geometry (Å):
1 C 0.492 -0.488 0.562
2 O 0.497 0.247 1.463
3 O -1.300 -1.806 -0.383
4 S -0.671 -2.022 0.894
5 I -0.362 -4.866 0.762
6 H 0.832 -0.416 -0.464

Properties
F_max   0.0553 Eh/bohr
HOMO-LUMO gap (spin up / spin down)   7.43 / 6.88 eV
Highest occupied orbital energy (spin up / spin down)   -9.49 / -9.50 eV
ΔE to the lowest compared entry with this formula, charge and spin   2.5 kcal per mole
LUMO (spin up / spin down)   -2.07 / -2.62 eV



3.
This record from the OMol25 dataset describes a 2-piece molecular cluster, CHIOS2 overall. The level of theory is ωB97M-V with the def2-TZVPD basis set.

Geometry (Å):
1 C -1.461 0.971 0.053
2 O 1.303 -2.446 0.218
3 S -2.124 2.332 -0.266
4 S 2.304 -1.553 -0.363
5 I 1.751 0.744 0.221
6 H -1.774 -0.048 0.136

Properties
F_max   0.0128 Eh/bohr
HOMO-LUMO gap (spin up / spin down)   8.16 / 5.97 eV
Highest occupied orbital energy (spin up / spin down)   -9.03 / -7.60 eV
ΔE to the lowest compared entry with this formula, charge and spin   80.5 kcal per mole
LUMO (spin up / spin down)   -0.86 / -1.63 eV



4.
This record from the OMol25 dataset describes a 2-piece molecular cluster, CHIS2 overall. The level of theory is ωB97M-V with the def2-TZVPD basis set.

Geometry (Å):
1 C 1.344 -0.254 -0.165
2 S 1.718 0.848 0.880
3 S 0.932 -1.365 -1.164
4 I -2.190 0.663 -0.487
5 H -1.804 0.109 0.936

Properties
F_max   0.0164 Eh/bohr
HOMO-LUMO gap   9.40 eV
Highest occupied orbital energy   -9.54 eV
ΔE to the lowest compared entry with this formula, charge and spin   0.8 kcal per mole
LUMO   -0.14 eV



5.
This record from the OMol25 dataset describes CHLiOSr as an isolated structure in a non-equilibrium geometry. The level of theory is ωB97M-V with the def2-TZVPD basis set.

Geometry (Å):
1 H -1.800 1.006 1.216
2 O 0.458 -0.754 -0.492
3 C 0.549 0.259 0.357
4 Sr -1.583 0.310 -1.030
5 Li 2.375 -0.821 -0.051

Properties
F_max   0.0389 Eh/bohr
HOMO-LUMO gap (spin up / spin down)   3.86 / 3.62 eV
Highest occupied orbital energy (spin up / spin down)   -4.71 / -4.11 eV
ΔE to the lowest compared entry with this formula, charge and spin   14.4 kcal per mole
LUMO (spin up / spin down)   -0.85 / -0.49 eV



6.
This record from the OMol25 dataset describes a 3-piece molecular cluster, CHN2O5S overall in a non-equilibrium geometry. The level of theory is ωB97M-V with the def2-TZVPD basis set.

Geometry (Å):
1 C -1.778 0.876 0.642
2 N -2.117 -0.433 0.944
3 N 3.206 -0.258 -1.230
4 O 3.405 0.926 -1.221
5 O -2.179 1.922 0.788
6 O -1.353 -1.312 0.627
7 O -3.171 -0.725 1.583
8 O -0.243 0.686 -0.714
9 S 3.907 -1.622 -1.068
10 H 0.322 -0.058 -0.351

Properties
F_max   0.1236 Eh/bohr
HOMO-LUMO gap (spin up / spin down)   6.46 / 4.22 eV
Highest occupied orbital energy (spin up / spin down)   -4.96 / -3.00 eV
ΔE to the lowest compared entry with this formula, charge and spin   145.1 kcal per mole
Charge   -1
LUMO (spin up / spin down)   1.50 / 1.22 eV